No. 1
CH2S3 | ωB97M-V/def2-TZVPD

```
6
Properties=species:S:1:pos:R:3:forces:R:3
C 0.06201 -0.04680 -0.05899 0.6 0.4 -0.3
H -1.68701 -0.26794 1.45579 0.2 -0.4 -0.2
H -0.93889 1.74623 1.21810 -0.4 -0.3 0.4
S -0.94024 -1.16832 0.75878 -0.7 0.0 0.6
S -0.15384 1.68343 0.15777 0.6 0.1 -0.7
S 1.23494 -0.58996 -1.06154 -0.4 0.2 0.2
```
Positions in Å, forces in eV/Å.

Calculated values
Spin multiplicity: 1
DFT total energy, eV: -33574.47138
Lowest unoccupied orbital energy, eV: -0.416
HOMO-LUMO gap, eV: 8.6
Energy relative to the best compared isomer or geometry (same formula, charge and spin), kcal per mole: 8.40

No. 2
C30H22F5N5OPt | ωB97M-V/def2-TZVPD

```
64
Properties=species:S:1:pos:R:3:forces:R:3
Pt -0.51068 -0.74795 -0.69344 0.2 0.1 -0.4
C -1.88721 3.31085 -1.38669 0.0 0.0 0.0
C -1.05117 2.19094 -1.27290 0.0 0.1 0.0
N -1.52090 0.99123 -1.01445 -0.2 0.0 0.1
C -2.86978 0.80881 -0.80135 -0.1 0.0 0.0
C -3.75955 1.89168 -0.86369 0.0 0.0 0.0
C -3.22757 3.16186 -1.18444 0.0 0.0 0.0
C -5.12715 1.67925 -0.57646 0.0 0.0 0.0
C -5.54117 0.43354 -0.20976 0.0 -0.1 0.0
C -4.65269 -0.65951 -0.14721 0.0 0.0 0.0
C -3.32196 -0.51038 -0.47638 0.1 0.0 0.0
N -2.32528 -1.46791 -0.50104 0.0 -0.1 0.0
C -2.38810 -2.84476 -0.43142 -0.1 0.1 0.0
C -3.50583 -3.65496 -0.37560 0.0 0.0 0.0
C -3.38816 -5.05713 -0.30933 0.0 0.0 0.0
C -2.17583 -5.68329 -0.31308 0.0 0.0 0.0
C -1.00553 -4.90081 -0.41851 0.0 0.0 0.0
C 0.28831 -5.46223 -0.49222 0.0 0.0 0.0
C 1.37940 -4.65424 -0.64283 0.0 0.0 0.0
C 1.19222 -3.26905 -0.71625 0.0 0.0 0.0
N 0.00211 -2.71365 -0.63582 -0.1 -0.1 0.2
C -1.11570 -3.50031 -0.48089 0.0 0.0 0.0
H -1.44600 4.27118 -1.60909 0.0 0.0 0.0
H 0.01930 2.29636 -1.35610 0.0 0.0 0.0
H -3.89711 4.01058 -1.24835 0.0 0.0 0.0
H -5.81695 2.51083 -0.62528 0.0 0.0 0.0
H -6.57839 0.26680 0.04881 0.0 0.0 0.0
H -5.03572 -1.60134 0.20107 0.0 0.0 0.0
H -4.49481 -3.23641 -0.40920 0.0 0.0 0.0
H -4.29545 -5.64414 -0.25721 0.0 0.0 0.0
H -2.09466 -6.76007 -0.25718 0.0 0.0 0.0
H 0.39877 -6.53793 -0.43880 0.0 0.0 0.0
H 2.37944 -5.05623 -0.71331 0.0 0.0 0.0
H 2.03460 -2.60421 -0.84908 0.0 0.0 0.0
O 1.06320 2.56275 0.61975 0.1 -0.1 0.0
N 1.70790 2.84071 1.70689 0.0 0.0 0.0
C 3.01157 3.19768 1.65974 0.0 0.0 0.0
C 3.71491 3.47611 2.81148 0.0 0.0 0.0
C 3.08535 3.39989 4.04393 0.0 0.0 0.0
C 1.74479 3.04814 4.07363 0.0 0.0 0.0
C 1.07439 2.77578 2.90140 0.0 0.0 0.0
H 3.42082 3.25756 0.66389 0.0 0.0 0.0
H 4.75450 3.76004 2.72537 0.0 0.0 0.0
H 3.62210 3.61758 4.95573 0.0 0.0 0.0
H 1.20118 2.98347 5.00534 0.0 0.0 0.0
H 0.03133 2.50378 2.83540 0.0 0.0 0.0
F -0.39108 -1.47540 2.20908 0.0 0.0 0.0
C -0.41584 -0.29407 1.53076 0.0 -0.1 0.1
F -1.53145 0.37559 1.91682 0.0 0.0 0.0
H 0.45517 0.30311 1.81470 0.0 0.0 0.0
F 5.33901 2.84597 -1.04933 0.0 0.0 0.0
C 5.26616 1.68827 -1.73310 0.0 0.0 0.0
F 5.50222 1.95641 -3.01688 0.0 0.0 0.0
F 6.24156 0.89358 -1.28102 0.0 0.0 0.0
C 3.90955 1.05602 -1.52644 0.0 0.0 0.0
C 3.62603 0.44120 -0.31751 0.0 0.0 0.0
C 2.36163 -0.07035 -0.12111 0.0 0.0 -0.1
N 1.41014 -0.01530 -1.06314 0.1 0.0 0.1
C 1.69976 0.55463 -2.23668 0.0 0.0 0.0
C 2.93647 1.11310 -2.50503 0.0 0.0 0.0
H 4.36944 0.36504 0.46372 0.0 0.0 0.0
H 2.09363 -0.55270 0.80732 0.0 0.0 0.0
H 0.90786 0.56179 -2.97326 0.0 0.0 0.0
H 3.12694 1.57218 -3.46401 0.0 0.0 0.0
```
Positions in Å, forces in eV/Å.

Calculated values
Spin multiplicity: 2
DFT total energy, eV: -57793.34178
⟨S²⟩: 0.76
Charge: +1
Lowest unoccupied orbital energy (alpha / beta), eV: -3.120 / -3.248
HOMO-LUMO gap (alpha / beta), eV: 6.1 / 6.5
Energy relative to the best compared isomer or geometry (same formula, charge and spin), kcal per mole: 12.40

No. 3
C44H110O22 | ωB97M-V/def2-TZVPD

```
176
Properties=species:S:1:pos:R:3:forces:R:3
C -0.36328 -1.06637 1.14960 -0.5 -1.7 -1.2
O -0.13390 -0.41500 -0.10828 0.3 0.0 -0.3
C -1.08869 -0.72128 -1.14948 -2.1 0.8 1.0
C -0.96343 0.15248 -2.39122 2.3 -0.8 0.2
O -2.14180 0.33753 -3.12252 0.3 0.0 0.2
C -1.89869 0.92154 -4.40698 -0.9 0.9 0.8
H -1.38169 -1.07810 1.53794 -0.4 1.2 -0.1
H 0.34067 -0.81362 1.94249 0.1 0.5 -0.5
H -0.30034 -2.13792 0.96000 0.7 -0.4 0.1
H -2.03635 -0.44569 -0.68676 -0.6 0.0 -0.1
H -1.24957 -1.74277 -1.49408 0.9 -0.5 0.5
H -0.24255 -0.36225 -3.02642 0.2 -0.1 -0.4
H -0.40613 1.03260 -2.07044 -0.6 0.8 -0.1
H -1.55210 0.26506 -5.20511 -0.1 -0.5 0.3
H -1.21661 1.76987 -4.35040 0.3 0.0 0.2
H -2.87979 1.35046 -4.61085 0.1 -0.1 -0.7
C 2.13522 1.88703 -3.11906 0.4 -0.7 1.1
O 3.51384 1.49743 -3.14051 -0.7 0.0 -1.0
C 4.19203 1.51823 -1.91538 1.1 0.7 0.2
C 5.70037 1.57252 -2.19746 -0.9 -1.0 -1.6
O 5.93281 2.70847 -2.98540 2.7 1.8 -0.3
C 7.37972 3.02864 -3.14566 -1.0 0.0 0.2
H 1.58389 1.21069 -2.46583 0.1 0.1 0.6
H 1.58371 1.73925 -4.04755 0.9 0.3 -0.5
H 2.03087 2.91315 -2.76650 -0.1 0.1 -0.1
H 3.96889 0.65065 -1.29441 -0.2 0.0 0.2
H 4.06090 2.45098 -1.36686 -0.9 0.2 0.3
H 5.88419 0.76231 -2.90306 0.4 -0.8 0.4
H 6.30384 1.49256 -1.29328 0.0 0.1 0.1
H 7.80625 3.43193 -2.22722 -0.2 -0.2 0.3
H 7.59155 3.79293 -3.89339 -1.0 0.2 -0.1
H 8.02527 2.22243 -3.49407 -0.5 -0.7 0.3
C 1.04441 -2.56102 4.49729 -0.5 0.2 0.3
O 0.95323 -2.19271 5.88582 -0.7 0.0 -0.6
C 0.56735 -3.27223 6.74735 1.4 0.5 -0.1
C 0.78049 -2.79401 8.16534 0.1 0.1 1.4
O 0.95064 -3.88636 9.12697 0.7 1.1 -1.5
C -0.12431 -4.76016 9.28193 -0.8 -0.2 -0.5
H 0.12002 -2.96550 4.08499 -0.2 -1.2 0.6
H 1.92683 -3.18919 4.37544 -0.2 -0.1 -0.4
H 1.04624 -1.71792 3.80645 1.0 0.8 0.7
H 1.30022 -4.07528 6.66928 -0.1 -0.5 -0.5
H -0.43729 -3.64347 6.54492 -0.1 0.1 -0.1
H 0.07307 -2.02478 8.47510 -1.0 -0.5 0.2
H 1.67053 -2.17311 8.26740 0.6 -0.6 -0.5
H -0.78787 -4.81110 8.41869 -0.6 1.0 0.0
H -0.61634 -4.46600 10.20902 -0.5 -0.6 -0.1
H 0.12393 -5.81945 9.21572 1.0 0.0 1.0
C -0.59563 4.35058 -2.15236 0.3 -1.1 -1.9
O -0.13070 4.24402 -3.54136 0.2 0.4 1.3
C 0.55577 5.42976 -3.85738 -0.7 0.5 -0.8
C 1.43289 5.33922 -5.05511 0.1 -0.3 -1.8
O 1.76230 6.64782 -5.49213 0.7 0.7 0.8
C 1.06827 7.29970 -6.57174 0.6 -1.2 0.9
H -1.48740 4.97659 -2.12174 0.0 0.1 0.2
H 0.21208 4.73473 -1.52936 -0.2 0.0 0.2
H -0.81805 3.30525 -1.93804 -0.2 0.2 0.6
H 1.13574 5.78516 -3.00565 -0.1 0.3 0.0
H -0.13547 6.16009 -4.27799 -0.6 0.6 1.1
H 0.89183 4.94543 -5.91551 -0.2 -1.0 0.2
H 2.31771 4.73471 -4.85571 0.3 0.2 -0.3
H -0.00517 7.11261 -6.60040 -0.2 0.2 0.5
H 1.44404 6.89024 -7.50942 0.3 0.4 -0.3
H 1.31559 8.34289 -6.37508 -0.3 0.0 -0.6
C 0.59729 3.84531 4.64247 -0.3 0.3 0.3
O 1.81714 3.37026 4.14646 0.5 0.4 -2.4
C 1.99645 3.61783 2.66991 -0.8 -0.8 1.8
C 0.99319 2.82556 1.82530 -1.4 1.1 -0.3
O -0.35331 3.50553 1.67044 1.1 -0.7 0.8
C -1.45609 2.65256 1.37501 0.4 -0.7 -0.5
H 0.44338 4.89561 4.39489 0.0 0.2 -0.1
H 0.65706 3.76611 5.72795 -0.1 -0.1 0.0
H -0.26455 3.29007 4.27227 0.0 -0.1 0.0
H 2.99822 3.20848 2.53953 -0.1 0.0 -0.5
H 1.99137 4.67954 2.42329 -0.1 0.1 0.3
H 0.93975 1.85779 2.32395 -0.5 -0.2 -0.3
H 1.31692 2.75208 0.78709 0.5 -0.4 0.1
H -1.59820 1.82786 2.07339 0.0 0.3 0.7
H -1.38053 2.10229 0.43714 0.6 0.1 -0.6
H -2.38909 3.20288 1.25354 0.3 0.5 0.5
C 2.58022 -2.36799 -13.07796 0.2 0.7 1.1
O 2.19886 -2.67069 -11.71377 0.1 0.9 0.6
C 1.63453 -1.55411 -10.91552 -0.3 -1.1 -1.3
C 0.99440 -2.06153 -9.61335 1.0 -0.5 -0.5
O 0.58349 -0.95963 -8.88169 -1.7 0.4 2.2
C 0.10045 -1.35446 -7.54296 0.2 1.5 -0.5
H 2.97377 -1.35595 -13.17289 0.0 0.3 0.2
H 1.76370 -2.42594 -13.79770 -0.2 -0.4 0.2
H 3.41907 -3.00839 -13.35060 -0.3 -0.3 0.1
H 0.92259 -1.10255 -11.60641 -0.3 0.4 0.4
H 2.33556 -0.79418 -10.57032 0.6 -0.1 -0.5
H 1.79719 -2.48833 -9.01212 0.1 -0.9 -0.3
H 0.17303 -2.76194 -9.76465 0.0 -0.2 -0.2
H -0.72418 -2.06523 -7.48922 0.2 -0.5 -0.7
H -0.32268 -0.47318 -7.06089 0.1 0.4 -0.4
H 0.89967 -1.62564 -6.85318 0.4 -0.5 -0.4
C 3.66260 -0.50864 1.45494 -0.9 -0.8 0.6
O 4.83996 0.18196 1.23809 0.9 1.2 -0.8
C 5.90373 0.06607 2.18712 -1.9 -0.8 -0.1
C 5.55862 0.59716 3.57802 1.0 1.3 1.2
O 4.51701 0.02082 4.30798 -1.7 -1.4 0.0
C 3.99774 0.77058 5.42336 1.2 0.6 -0.6
H 3.01123 -0.04836 2.19787 0.2 0.0 0.5
H 3.87847 -1.53857 1.73908 -0.1 -0.2 0.2
H 3.00706 -0.54993 0.58507 0.6 0.2 -0.6
H 6.75839 0.53567 1.70016 -0.1 0.5 0.5
H 6.17936 -0.98608 2.25848 -0.1 -0.4 0.2
H 5.37386 1.66996 3.63336 0.2 0.4 -0.8
H 6.44737 0.44721 4.19101 0.7 0.1 0.0
H 3.32724 0.17691 6.04473 0.1 -0.2 -0.4
H 3.51858 1.70241 5.12305 -0.5 -0.1 -0.5
H 4.82580 1.14513 6.02514 0.3 -0.4 0.4
C -3.70354 -2.19443 6.88435 -0.5 1.6 0.1
O -3.39561 -1.35625 5.76608 0.6 -1.1 -0.4
C -4.08288 -0.12222 5.52275 1.6 0.0 1.3
C -3.15248 1.10647 5.80865 -0.6 0.6 -1.6
O -2.27481 1.43452 4.72223 -0.4 -1.0 0.8
C -1.10063 0.65802 4.73702 1.1 0.4 -0.8
H -4.70444 -2.62054 6.81560 -0.2 0.1 0.0
H -3.62066 -1.54761 7.75777 -0.3 -0.3 0.5
H -3.02332 -3.03170 7.04048 0.4 0.3 -0.7
H -4.94143 -0.01567 6.18581 -0.3 -0.1 -0.2
H -4.33145 -0.16346 4.46228 -0.3 0.4 0.1
H -2.57895 1.07973 6.73517 -0.2 -0.4 0.2
H -3.76600 2.00735 5.79751 -0.4 -0.1 0.5
H -0.77637 0.63560 3.69660 0.1 -0.4 -0.1
H -1.14991 -0.34953 5.14996 -0.5 0.0 -0.1
H -0.28262 1.17743 5.23621 0.0 0.1 0.5
C -5.61828 2.60337 1.24133 -0.4 -1.4 -0.7
O -6.36454 3.74636 0.87384 0.5 1.1 0.3
C -6.09834 4.27368 -0.42269 -1.2 -0.8 -0.4
C -6.86980 3.38635 -1.48584 1.1 0.5 0.6
O -6.54834 2.00446 -1.42444 -0.3 0.5 0.1
C -5.29073 1.73075 -1.97473 -0.1 -0.3 -0.8
H -4.67429 2.48544 0.70929 0.3 0.5 0.2
H -6.17102 1.71538 0.93462 -0.2 -0.1 -0.1
H -5.47727 2.44424 2.31039 0.1 1.0 0.1
H -5.05926 4.56330 -0.57931 0.7 -1.4 -0.2
H -6.44138 5.29886 -0.56208 -1.2 0.0 0.7
H -6.65491 3.81936 -2.46279 0.1 -0.2 -0.5
H -7.95095 3.44430 -1.35993 0.1 0.2 0.5
H -5.28441 2.11247 -2.99569 0.3 0.3 -0.2
H -5.17322 0.65299 -2.08763 0.0 0.0 0.4
H -4.45847 2.15533 -1.41334 0.1 0.0 0.1
C -0.87494 -3.30738 -4.47410 -0.8 1.0 0.9
O 0.01948 -2.92317 -3.44892 1.5 -1.6 0.5
C 0.86631 -4.00612 -2.94337 0.3 1.4 0.4
C 1.98320 -3.37871 -2.05923 -0.2 0.7 -1.6
O 2.75059 -4.40818 -1.53788 1.8 -0.6 0.6
C 4.19990 -4.22236 -1.60624 -0.8 -0.3 -0.3
H -1.77216 -3.70318 -3.99822 -0.1 -0.5 -0.2
H -0.50651 -3.98216 -5.24677 0.3 0.1 0.1
H -1.18708 -2.33942 -4.86616 0.0 -0.2 -0.6
H 1.36101 -4.52559 -3.76406 0.0 0.0 -0.2
H 0.36088 -4.76426 -2.34515 -0.6 0.1 0.0
H 1.64010 -2.66093 -1.31414 -0.5 -0.3 0.4
H 2.59870 -2.76180 -2.71397 0.1 0.1 -0.3
H 4.49770 -3.17559 -1.66703 -0.2 0.2 0.6
H 4.64311 -4.65254 -2.50435 -0.4 -0.3 -0.3
H 4.66513 -4.75880 -0.77925 -0.2 0.3 0.2
C -5.84551 -5.25019 4.85835 1.7 0.1 0.0
O -5.21838 -5.16796 3.60728 0.7 1.7 -2.9
C -4.67723 -3.86089 3.12887 -1.3 0.0 1.2
C -3.24140 -3.57902 3.46271 0.2 -1.4 0.6
O -2.34111 -4.44480 2.78636 -0.6 0.5 -0.3
C -2.31843 -5.77306 3.25144 0.7 -0.6 -0.2
H -5.16375 -4.71972 5.52309 -0.1 -0.4 0.9
H -5.78361 -6.33485 4.94659 -0.6 0.1 1.1
H -6.83541 -4.82847 5.03254 -0.3 0.0 -0.7
H -5.26552 -3.10265 3.64567 -0.2 0.3 0.0
H -4.77887 -3.66473 2.06150 -0.6 -0.9 -0.1
H -3.15218 -3.70458 4.54178 0.4 0.0 0.3
H -2.96706 -2.54962 3.23209 -0.1 0.0 -0.2
H -2.01795 -5.76497 4.29918 0.3 -0.3 0.2
H -1.60770 -6.28314 2.60123 0.5 0.1 0.4
H -3.19075 -6.42010 3.15924 -0.7 0.8 -0.1
```
Positions in Å, forces in eV/Å.

Calculated values
Spin multiplicity: 1
DFT total energy, eV: -92437.03739
Lowest unoccupied orbital energy, eV: 0.504
HOMO-LUMO gap, eV: 9.7
Energy relative to the best compared isomer or geometry (same formula, charge and spin), kcal per mole: 134.34

The lowest DFT total energy belongs to which entry? C44H110O22